A molecular structure, C2HCl2NO at a distorted geometry, computed with the ωB97M-V functional and the def2-TZVPD basis.

Output
* total charge: 0
* HOMO energy: -11.52 eV
* 2S+1: 1
* lowest unoccupied orbital energy: 0.1 eV
* total energy: -1127.1060 Eh
* ΔE to the lowest compared entry with this formula, charge and spin: 1.8790 eV
* maximum force: 5.534 eV/Å

Geometry as XYZ:
```
7
Properties=species:S:1:pos:R:3:mulliken_charge:R:1
C -1.2266 -1.8088 -0.1965 0.053
C -1.3237 0.0486 -0.0291 0.536
N -1.3485 -2.9176 0.0023 -0.347
O -0.2335 0.4778 0.5654 -0.430
Cl -1.8185 0.6763 -1.5708 -0.108
Cl -2.7342 0.1332 0.9046 -0.085
H 0.6145 0.4464 0.1605 0.381
```


A molecular structure, C4H4Br12 at a distorted geometry, computed with the ωB97M-V functional and the def2-TZVPD basis.

Output
* total charge: 0
* HOMO energy: -10.35 eV
* 2S+1: 1
* lowest unoccupied orbital energy: -0.6 eV
* total energy: -31042.9300 Eh
* ΔE to the lowest compared entry with this formula, charge and spin: 0.0000 eV
* maximum force: 1.222 eV/Å

Geometry as XYZ:
```
20
Properties=species:S:1:pos:R:3:mulliken_charge:R:1
C -1.0633 1.0559 -4.7173 0.132
Br -1.4024 2.5336 -5.9390 -0.014
Br 0.8250 0.5546 -4.6731 -0.016
Br -2.1289 -0.5018 -5.1685 0.001
H -1.3263 1.3699 -3.7190 -0.104
C 0.0570 0.7047 -0.4154 -0.297
Br -1.1428 2.1512 -0.9484 -0.077
Br -0.8076 -1.0308 -0.5172 0.062
Br 0.7737 0.9661 1.4140 -0.041
H 0.8449 0.7231 -1.1537 0.339
C 3.0346 -2.1259 1.1912 -0.139
Br 2.9025 -1.3263 -0.5600 0.023
Br 4.6697 -1.7473 2.1565 0.000
Br 2.7671 -4.0876 1.0656 -0.033
H 2.1512 -1.8005 1.7225 0.176
C -1.9841 0.6284 3.9427 -0.266
Br -2.7107 -0.6960 2.7022 0.021
Br -0.6771 -0.2564 5.1401 -0.022
Br -3.3096 1.4879 5.0920 -0.031
H -1.4727 1.3971 3.3848 0.288
```


> The highest total energy belongs to which entry?

C2HCl2NO


> Among the records above, which one has the lowest ΔE to the lowest compared entry with this formula, charge and spin?

C4H4Br12